Molecular formula: C3H6N2S
Method: DFT, the ωB97M-V functional and the def2-TZVPD basis

The value obtained for the HOMO energy is -8.8 eV. The calculation puts the HOMO-LUMO gap at 8.95 eV. The structure (SMILES) is C/N=C\NC=S.

Atoms and positions in Å:
1 S -0.560 2.357 -0.613
2 N -0.237 -0.290 -0.775
3 N 0.706 -2.189 0.480
4 C -0.329 0.837 -0.060
5 C 0.663 -1.636 1.838
6 C 0.294 -1.595 -0.502
7 H 0.283 -2.088 -1.509
8 H 0.814 -2.496 2.562
9 H -0.093 0.735 1.009
10 H -0.240 -0.072 -1.763
11 H -0.322 -1.128 1.914
12 H 1.469 -0.937 1.996



Molecular formula: C4H17NO3
Method: DFT, the ωB97M-V functional and the def2-TZVPD basis

Its spin multiplicity is 2. As for the charge: +1. The value obtained for the HOMO energy (alpha / beta) is -14.5 / -14.5 eV. The expectation value of S² is 0.7545. The calculation puts the HOMO-LUMO gap (alpha / beta) at 11.40 / 6.94 eV.

Atoms and positions in Å:
1 O 1.928 2.236 1.326
2 O 1.268 1.098 4.715
3 O 1.809 -3.500 -0.285
4 N -0.603 0.034 -0.716
5 C 0.718 0.140 -1.419
6 C -1.874 1.628 -2.327
7 C -1.838 0.247 -1.457
8 C -0.713 -1.080 0.235
9 H 1.284 0.132 4.726
10 H 1.343 1.505 0.978
11 H -0.043 -0.852 1.075
12 H -2.018 -0.673 -2.104
13 H 2.224 -3.242 0.517
14 H 1.439 -0.256 -0.731
15 H -2.364 2.371 -1.647
16 H 0.770 -0.415 -2.404
17 H 0.877 1.312 -1.383
18 H -2.278 1.540 -3.250
19 H 1.907 1.801 2.161
20 H -0.916 1.929 -2.528
21 H -2.738 0.510 -0.687
22 H -0.468 -2.124 0.011
23 H -1.638 -1.221 0.818
24 H 1.573 -4.435 -0.173
25 H 0.352 1.315 4.551



Molecular formula: C3H6N2O
Method: DFT, the ωB97M-V functional and the def2-TZVPD basis

The value obtained for the HOMO energy is -8.0 eV. The calculation puts the HOMO-LUMO gap at 8.84 eV.

Atoms and positions in Å:
1 O -2.487 2.522 1.044
2 N -1.153 -0.542 -0.444
3 N 0.825 0.345 0.278
4 C 1.711 -0.716 -0.162
5 C -0.497 0.439 0.161
6 C -2.587 1.526 0.491
7 H 1.237 1.125 0.759
8 H 1.662 -0.853 -1.249
9 H 1.473 -1.667 0.331
10 H 2.735 -0.441 0.102
11 H -2.152 -0.347 -0.465
12 H -0.766 -1.391 -0.845



For reference, DFT total energy by record: -625.56596; -442.68344; -302.60054 Ha.
For reference, ΔE to the lowest compared entry with this formula, charge and spin by record: 147.06; 176.03; 243.00 kJ/mol.